Below is a molecular structure, C41H46IN5OPSV at a distorted geometry, with properties calculated with wB97M-V/def2-TZVPD.

Atoms and positions in Å:
H: -7.42784 -0.88322 -0.48316
C: 4.06095 -1.06659 3.02993
H: 2.06822 -0.85973 4.98074
H: 2.77205 3.31566 -1.41850
H: 1.59630 -6.94365 -0.50129
C: -5.58273 -1.90972 -0.77201
C: 3.01462 -2.66806 0.46769
C: -4.38612 0.63904 -0.96801
H: 4.56375 -0.84444 5.08955
H: -1.58975 -3.55670 -0.16459
C: 3.77658 -3.95847 -1.61000
C: -6.14549 2.88617 -0.70976
C: -6.62919 1.62650 -0.57125
C: -0.30251 -2.61971 -2.20853
H: 0.92333 -1.19872 0.03842
H: -1.48465 0.19776 1.88667
H: -3.58080 -2.66035 -0.90916
C: 0.55969 3.93810 0.27028
C: 2.20709 -6.10560 -0.81529
C: 4.00561 -0.35433 0.59622
H: -2.02102 -1.83902 -5.57388
H: 4.30542 -5.15836 -3.30416
H: 1.68280 -4.87197 0.87493
C: 0.57951 6.17157 1.19759
C: -1.08123 -2.92547 3.12013
C: 3.03986 -3.87798 -0.43145
H: 0.73720 7.17429 0.81344
H: 2.03524 5.05916 -3.05558
C: -1.55414 -1.58834 0.70560
C: -1.24002 -3.63955 1.94190
N: 3.85973 -0.13924 1.89833
C: 1.03426 -0.26119 -0.49318
H: -1.97679 4.19748 2.20935
C: 2.62539 0.06063 4.78351
C: 4.04731 -0.26491 4.32328
H: -1.05577 -0.97178 4.01722
H: 4.62262 0.65701 4.19188
H: 2.07641 0.62230 4.01856
H: -0.87766 -3.44599 4.04932
H: -6.02307 -2.90006 -0.74830
C: -6.35645 -0.80085 -0.63803
H: 1.50499 0.45119 0.23178
C: -1.17873 -1.53925 3.10129
H: 0.20911 -2.83121 -1.27963
H: 2.63009 0.65429 5.69968
C: -5.78574 0.49144 -0.71709
S: 4.28697 0.86737 -0.52508
C: 1.55760 5.73412 -1.08743
H: -1.19964 6.68260 2.31620
H: 1.23242 6.03601 2.06295
C: 1.38926 4.76223 -2.22967
C: -3.97849 1.98619 -1.23422
H: 5.00772 -1.59123 2.90265
C: -1.29861 -1.64419 -2.25767
N: -0.12160 3.61601 1.40850
C: 2.25240 -4.95593 -0.04232
H: 3.26887 -1.80062 3.03999
H: -1.49156 6.01014 0.70647
C: -0.86182 5.93786 1.59612
H: -4.42990 4.06019 -1.31176
H: -6.78737 3.74980 -0.58964
N: 3.91361 -1.66353 0.12157
C: -1.41246 -0.88164 1.90135
C: -4.18743 -1.76218 -0.88947
H: -2.68052 -0.61509 -3.54794
H: 2.61748 5.92004 -0.90765
C: 0.05995 -3.31993 -3.35292
C: -0.94813 4.55129 2.19383
C: -1.53941 -2.06534 -4.62929
H: 3.91047 0.84255 2.11658
N: 0.94378 5.21825 0.14504
H: 1.60649 2.63766 -2.53276
H: 1.70864 -0.39816 -1.34249
C: -3.56623 -0.53924 -0.95544
O: 2.23558 -2.58347 1.38729
H: 4.39583 -3.13968 -1.95743
H: -0.26536 -3.58291 -5.45975
C: -1.90731 -1.37043 -3.48345
P: -1.70226 -0.57716 -0.81709
H: 0.82934 -4.08052 -3.29175
H: -1.16578 -4.72162 1.94937
V: -0.19841 1.27412 -0.78323
C: -0.55595 -3.04408 -4.56504
H: -0.37851 2.64692 1.45440
C: 2.94942 -6.18333 -1.99010
C: -1.47879 -2.97623 0.74304
H: 1.08820 6.68727 -1.32273
I: -2.17144 2.50088 -2.15723
H: 2.92506 -7.08444 -2.59182
H: 0.35557 4.77625 -2.58154
C: 3.72947 -5.10628 -2.38821
H: 4.29640 -1.71626 -0.80431
C: 1.73066 3.37048 -1.73692
N: 0.84005 2.98489 -0.61328
H: -0.58590 4.56811 3.21980
C: -4.79643 3.06421 -1.09428
H: -7.68035 1.45991 -0.35570

Properties
Gap between HOMO and LUMO (spin up / spin down): 7.47 / 7.90 eV
2S+1: 4
Relative energy (zero: lowest compared OMol25 entry of this formula, charge and spin): 150.2 kJ/mol
Net charge: +1
⟨S²⟩: 3.776
Highest occupied orbital energy (spin up / spin down): -9.7 / -10.1 eV
Electronic energy: -106669.417 eV
E_LUMO (spin up / spin down): -2.201 / -2.205 eV

***

Below is a molecular structure, C41H47Cl3MnN3O3SbSi at a distorted geometry, with properties calculated with wB97M-V/def2-TZVPD.

Atoms and positions in Å:
C: -2.66168 1.49770 1.43984
Cl: 3.36098 -3.34571 3.46757
N: -0.18588 -3.26790 2.59161
H: 4.47258 4.75255 2.57182
H: -1.38156 0.57737 6.54954
C: 1.60475 -3.36239 -3.23161
C: -2.93725 1.60386 -0.06624
C: 0.03085 1.34686 -3.89430
H: -1.65556 -0.47943 -4.29296
H: -0.92203 -0.77593 -2.78818
C: -1.32926 4.78221 -1.80499
C: -0.29933 -4.75783 -2.78191
C: -0.55355 -4.06518 -1.59932
C: 0.36114 -6.37993 0.73473
C: 1.39437 -2.64466 -2.03646
H: -3.26578 2.44749 -3.26940
H: 6.18923 4.16172 -1.27743
H: -0.92660 4.63796 -2.78057
H: -4.10268 0.15026 -1.41843
H: -0.23151 2.33669 4.83071
H: -1.96937 3.24805 -4.08699
N: 2.79984 0.61406 -0.97943
H: -0.88724 -8.12804 0.59466
C: 0.81771 -4.48643 -3.57179
H: -1.98230 0.67644 1.65283
C: -1.27966 -0.88667 5.03501
H: -4.23313 2.65912 -1.41710
C: 3.64512 3.13140 1.51280
H: 0.91916 3.87840 -2.41801
C: 0.24192 -3.01657 -1.17806
C: 2.10907 -1.34449 -1.87303
C: 2.63410 1.37728 0.11735
H: -2.72982 -0.51012 -3.00758
C: -0.76388 -7.15255 1.03059
C: 0.56103 -5.11230 1.25234
H: 0.55672 2.26184 -3.96637
H: 0.17293 3.69041 1.31409
H: -1.45369 4.22227 1.06340
C: -1.62517 -5.26917 2.30744
C: -0.44910 -4.49611 2.10270
H: 1.46873 -4.48305 1.02044
H: -1.68987 -1.69157 5.63641
H: 0.95172 -5.02399 -4.46645
C: -1.69801 -0.14149 -3.25387
H: 0.75595 0.67029 -3.37834
Si: 3.22593 -2.30536 1.63100
C: 3.65471 2.45620 0.24988
C: 5.48725 3.89204 -0.52501
H: -0.14486 5.22958 0.59346
H: 2.67018 -1.04412 -2.79812
H: 0.45926 1.55617 2.80974
N: 2.11046 -0.56454 -0.84547
H: -3.57455 -5.17540 3.03729
H: -1.11007 5.86723 -1.62664
O: 0.00338 -2.29950 -0.15755
C: -3.87091 2.74045 -0.42709
H: -2.40886 4.62917 -1.79111
H: 4.02678 1.44829 -1.85416
H: -2.24470 2.31677 1.94076
C: -1.72556 -6.58900 1.91800
H: 3.03481 2.74223 2.26347
C: 5.49437 4.47851 0.70000
O: 1.83602 1.14548 1.07908
H: 1.32407 4.97807 -1.08385
C: -0.48717 1.33753 4.63535
H: -3.22503 -2.67478 3.88108
C: -0.09923 -0.43753 2.93113
H: 1.61033 3.30925 -0.77174
C: -2.38009 2.29833 -3.88874
H: 6.24258 5.25271 0.97110
C: -1.10446 0.40369 5.51999
Cl: 4.34607 -3.53751 0.15796
C: -0.49747 4.23288 0.61081
H: -3.09186 -0.63818 -0.25376
H: 1.17160 -6.73833 0.08514
H: 0.05213 0.97165 -4.89500
C: -3.65732 0.23913 -0.37568
H: -2.74620 1.92044 -4.85298
H: -1.51026 -4.37684 -1.08987
C: -1.29770 1.34155 -3.21117
H: -4.59619 0.10007 0.20234
H: -2.61866 -7.02020 2.21767
C: -2.37650 -3.31438 3.53745
H: -4.83314 2.58169 0.09230
Sb: -0.98326 1.56471 -0.97556
C: -2.62216 -4.59743 3.00258
C: -0.05259 0.85377 3.39591
C: 4.55683 4.11420 1.70372
H: -0.99441 -5.58923 -3.05600
C: 0.96567 4.00217 -1.33575
C: -0.44174 3.79649 -0.82997
Mn: 0.98019 -0.87844 1.03720
H: 2.51748 -3.25288 -3.80474
C: -1.07857 -2.68101 3.28913
H: -3.46240 3.69627 -0.24800
H: -3.58876 1.26453 1.95380
O: 4.72249 2.18556 -1.84349
C: 4.51902 2.87036 -0.69585
C: -0.79222 -1.29239 3.79400
Cl: 4.77128 -0.71283 2.00894

Properties
Gap between HOMO and LUMO (spin up / spin down): 5.78 / 6.30 eV
2S+1: 6
Net charge: -2
⟨S²⟩: 8.757
Highest occupied orbital energy (spin up / spin down): -1.7 / -2.2 eV
Electronic energy: -137199.550 eV
E_LUMO (spin up / spin down): 4.120 / 4.119 eV